Computed, not measured: a molecular structure, C30H24CeCl7N8O3 in a non-equilibrium geometry, with ωB97M-V/def2-TZVPD.

Calculated values
2S+1   2
Total charge   0
HOMO (spin up / spin down)   -7.280 / -7.279 eV
Electronic energy   -150151.96198 eV
Expectation value of S²   0.751

Last column: Löwdin spin population.
CARTESIAN COORDINATES (ANGSTROEM)
Ce  -0.36  0.15  0.56  1.016
Cl  -7.08  -0.51  3.30  0.000
C  -5.39  -0.79  3.03  0.000
C  -4.78  -0.26  1.92  0.000
C  -3.43  -0.46  1.65  0.000
N  -2.80  0.11  0.53  -0.004
C  -3.53  0.27  -0.60  0.000
O  -4.61  -0.21  -0.89  -0.001
C  -2.91  1.24  -1.58  0.000
C  -3.71  1.70  -2.62  0.000
C  -3.22  2.67  -3.48  0.000
C  -1.95  3.17  -3.25  0.000
C  -1.22  2.66  -2.19  0.000
N  -1.66  1.69  -1.38  -0.001
C  -2.64  -1.18  2.58  0.000
C  -3.29  -1.73  3.70  0.000
C  -4.64  -1.55  3.92  0.000
Cl  -5.37  -2.28  5.31  0.000
N  -1.27  -1.32  2.31  -0.003
C  -0.45  -1.89  3.20  0.000
O  -0.69  -2.35  4.32  -0.001
C  1.00  -2.01  2.76  0.000
C  1.92  -2.30  3.76  0.000
C  3.24  -2.56  3.42  0.000
C  3.56  -2.59  2.07  0.000
C  2.58  -2.27  1.15  0.000
N  1.33  -1.94  1.46  -0.001
H  -5.38  0.32  1.23  0.000
H  -4.70  1.28  -2.72  0.000
H  -3.82  3.03  -4.30  0.000
H  -1.53  3.95  -3.87  0.000
H  -0.24  3.06  -1.97  0.000
H  -2.72  -2.30  4.41  0.000
H  1.57  -2.33  4.78  0.000
H  3.98  -2.77  4.17  0.000
H  4.56  -2.84  1.73  0.000
H  2.83  -2.29  0.10  0.000
Cl  -0.83  1.71  3.08  -0.001
C  0.92  1.75  3.04  0.001
C  1.51  1.21  1.90  -0.004
C  2.90  1.32  1.90  0.000
Cl  3.73  0.77  0.47  0.000
C  3.65  1.87  2.93  0.000
Cl  5.37  1.98  2.82  0.000
C  2.99  2.36  4.06  0.001
Cl  3.88  3.04  5.35  0.000
C  1.60  2.31  4.11  0.000
Cl  0.76  2.92  5.48  0.000
C  -0.24  -0.84  -2.93  0.000
N  0.89  -0.53  -2.00  -0.001
C  1.86  -1.65  -2.12  0.000
N  2.32  -1.87  -3.48  0.000
C  1.16  -2.14  -4.33  0.000
N  0.20  -1.04  -4.30  0.000
C  0.88  0.18  -4.74  0.000
N  2.04  0.49  -3.90  0.000
C  1.60  0.67  -2.53  0.000
C  2.96  -0.64  -3.95  0.000
H  -0.96  -0.03  -2.91  0.000
H  -0.72  -1.76  -2.58  0.000
H  1.39  -2.56  -1.74  0.000
H  2.73  -1.40  -1.52  0.000
H  0.67  -3.05  -3.99  0.000
H  1.50  -2.29  -5.36  0.000
H  0.18  1.02  -4.70  0.000
H  1.22  0.05  -5.77  0.000
H  0.92  1.53  -2.50  0.000
H  2.46  0.87  -1.89  0.000
H  3.83  -0.43  -3.32  0.000
H  3.30  -0.79  -4.98  0.000
O  0.05  3.15  0.40  0.000
H  -0.70  3.72  0.59  0.000
H  0.80  3.51  0.88  0.000

Computed, not measured: C5H8O3 in the gas phase in a non-equilibrium geometry, with ωB97M-V/def2-TZVPD.

Calculated values
Total charge   0
HOMO   -9.542 eV
SMILES   C[C@@H](CC=O)C(=O)O
Electronic energy   -11456.20698 eV

Last column: natural (NBO) charge in e.
CARTESIAN COORDINATES (ANGSTROEM)
C  -1.26  -0.92  -0.23  -0.612
C  0.19  -0.47  -0.31  -0.319
C  0.78  0.88  -0.77  -0.518
C  -0.51  1.71  -0.75  0.444
O  -0.94  2.30  -1.70  -0.520
C  0.81  -0.43  1.11  0.805
O  0.86  0.48  1.90  -0.603
O  1.05  -1.69  1.52  -0.693
H  -1.32  -1.88  0.29  0.239
H  -1.64  -1.04  -1.24  0.228
H  -1.87  -0.22  0.32  0.219
H  0.75  -1.23  -0.85  0.235
H  1.53  1.47  -0.24  0.260
H  1.10  0.81  -1.80  0.223
H  -0.86  1.91  0.28  0.119
H  1.32  -1.69  2.45  0.493

Computed, not measured: a gas-phase ion, C2H7N2 (charge +1) in a non-equilibrium geometry, with ωB97M-V/def2-TZVPD.

Calculated values
Total charge   +1
HOMO   -16.074 eV
SMILES   CC(N)=[NH2+]
Electronic energy   -5160.88559 eV

Last column: natural (NBO) charge in e.
CARTESIAN COORDINATES (ANGSTROEM)
C  -1.09  0.58  -0.02  -0.711
C  0.20  -0.14  -0.03  0.584
N  0.30  -1.44  0.06  -0.704
N  1.40  0.58  -0.01  -0.744
H  -1.04  1.47  -0.68  0.273
H  -1.90  -0.27  -0.27  0.266
H  -1.45  0.99  0.84  0.288
H  -0.45  -2.10  -0.04  0.438
H  1.23  -1.91  0.27  0.436
H  1.11  1.51  0.00  0.421
H  2.29  0.12  -0.37  0.452

Computed, not measured: C5H10O in the gas phase, with ωB97M-V/def2-TZVPD.

Calculated values
Total charge   0
HOMO   -8.249 eV
Electronic energy   -7390.92701 eV

Last column: natural (NBO) charge in e.
CARTESIAN COORDINATES (ANGSTROEM)
C  1.01  -1.60  0.16  -0.606
C  0.68  -0.34  0.94  -0.388
C  -0.32  1.51  0.31  0.110
C  -0.22  1.65  -1.17  -0.779
C  -0.79  0.18  0.72  -0.075
O  -1.45  -0.68  -0.21  -0.736
H  0.91  -1.45  -0.92  0.216
H  0.35  -2.43  0.43  0.219
H  2.05  -1.90  0.37  0.211
H  0.83  -0.47  2.02  0.226
H  1.41  0.45  0.66  0.236
H  -1.13  2.23  -1.40  0.265
H  0.61  2.30  -1.48  0.233
H  -0.25  0.73  -1.78  0.211
H  -1.34  0.17  1.67  0.186
H  -2.35  -0.34  -0.32  0.472

Asked for ΔE to the lowest compared entry with this formula, charge and spin across the records above, the calculation gives 0.768; 1.312; 0.580; 3.838 eV in order.